Run A
The following is a quantum chemistry calculation of C4H4N4 in the gas phase, from OMol25.

Calculated values
SMILES   C=NN=C1C=NN=C1
HOMO level   -9.85 eV
Net charge   0
HOMO-LUMO gap   8.25 eV

CARTESIAN COORDINATES (ANGSTROEM)
C  0.40807  2.34886  2.11934
N  0.43491  1.55775  1.12797
N  -0.53851  0.56933  0.93897
C  -0.10989  -0.35527  0.08066
C  0.86561  -0.27058  -1.00457
N  0.50265  -1.04024  -1.93966
N  -0.61884  -1.92291  -1.45563
C  -1.00966  -1.41881  -0.33004
H  -0.37556  2.34587  2.84938
H  0.99769  3.19973  2.18620
H  1.67446  0.51255  -1.19477
H  -1.68296  -2.03082  0.26528

Atomic charges from the Löwdin analysis, expressed in e, are listed below: C 0.001; N -0.064; N 0.101; C -0.258; C -0.140; N 0.051; N 0.067; C -0.123; H 0.066; H 0.048; H 0.136; H 0.116

Run B
The following is a quantum chemistry calculation of C4H4N4 in the gas phase, from OMol25.

Calculated values
SMILES   N#C/C(N)=C(\N)C#N
HOMO level   -9.02 eV
Net charge   0
HOMO-LUMO gap   7.39 eV

CARTESIAN COORDINATES (ANGSTROEM)
N  -1.32916  -0.68362  2.49380
C  -0.77647  -0.07928  1.55574
C  0.11770  0.35285  0.45793
N  1.25267  1.28689  0.64020
C  -0.45373  -0.00558  -0.80021
N  -1.33089  -1.09311  -0.67078
C  0.53287  0.07258  -1.70933
N  1.95230  0.28529  -2.00940
H  1.90298  0.93776  -0.13256
H  1.66329  0.79726  1.40854
H  -1.99848  -1.05964  -1.57408
H  -1.90453  -1.28702  0.09656

Atomic charges from the Löwdin analysis, expressed in e, are listed below: N 0.153; C -0.121; C -0.221; N 0.102; C -0.354; N 0.060; C -0.038; N 0.090; H 0.055; H 0.071; H 0.166; H 0.038

It turns out run A is the most stable, with the second structure 59.2 kcal/mol higher.

Run A
The following is a quantum chemistry calculation of a 2-piece molecular cluster, H4NOPS2 overall, from OMol25.

Calculated values
HOMO level   -9.65 eV
Net charge   0
HOMO-LUMO gap   9.76 eV

CARTESIAN COORDINATES (ANGSTROEM)
N  2.46340  -1.75936  0.54836
O  0.15789  -2.37167  0.07727
P  1.25679  -1.27804  -0.22883
S  0.47433  0.14812  -1.28611
S  -2.48209  2.72883  -0.90050
H  3.31529  -1.38338  0.54059
H  0.51860  -3.21865  0.40897
H  -2.94422  3.96839  -0.74803
H  -1.58790  3.03193  -1.69054

Atomic charges from the Löwdin analysis, expressed in e, are listed below: N -0.159; O -0.271; P 0.187; S 0.235; S 0.518; H -0.065; H 0.087; H -0.216; H -0.316

Run B
The following is a quantum chemistry calculation of a 2-piece molecular cluster, H4NOPS2 overall, from OMol25.

Calculated values
HOMO level   -9.33 eV
Net charge   0
HOMO-LUMO gap   8.95 eV

CARTESIAN COORDINATES (ANGSTROEM)
N  0.03456  -0.02747  1.39522
O  0.44574  -1.16576  -1.25243
P  -0.87790  0.50772  0.09180
S  -2.23874  -0.81459  -0.45982
S  -0.79992  2.39295  -0.28539
H  0.81156  0.49774  1.62025
H  -0.17547  -0.96212  1.61821
H  -0.52954  -1.48483  -1.31569
H  1.37554  -1.47662  -1.87484

Atomic charges from the Löwdin analysis, expressed in e, are listed below: N -0.148; O -0.351; P -0.093; S 0.244; S 0.205; H 0.019; H 0.028; H -0.101; H 0.197

It turns out run A is the most stable, with the second structure 1.6 kcal/mol higher.

Run A
The following is a quantum chemistry calculation of C5H8FNO in the gas phase, from OMol25.

Calculated values
HOMO level (spin up / spin down)   -9.01 / -9.01 eV
Net charge   0
HOMO-LUMO gap (spin up / spin down)   9.57 / 9.57 eV

CARTESIAN COORDINATES (ANGSTROEM)
C  2.13024  -1.07418  0.47026
C  2.82518  -0.04840  0.18768
C  0.66869  -1.01654  0.29063
C  0.19516  0.47530  0.10745
C  -1.00160  0.68830  -0.89634
N  1.23384  1.24267  -0.42980
O  -0.32942  1.03543  1.34034
F  3.96399  0.57660  -0.03622
H  2.60769  -1.97889  0.98532
H  0.40540  -1.77772  -0.46035
H  0.18848  -1.49732  1.20350
H  -1.79251  0.03809  -0.55148
H  -0.64746  0.54130  -2.00731
H  -1.34717  1.68758  -0.67597
H  1.42520  2.03280  0.10532
H  0.47075  1.40407  1.64303

Atomic charges from the Löwdin analysis, expressed in e, are listed below: C -0.116; C -0.068; C -0.114; C -0.650; C -0.029; N 0.129; O -0.011; F 0.110; H 0.155; H 0.121; H 0.137; H 0.064; H 0.120; H 0.066; H 0.034; H 0.052

Run B
The following is a quantum chemistry calculation of C5H8FNO in the gas phase, from OMol25.

Calculated values
SMILES   C/C(F)=C(\C)C(N)=O
HOMO level (spin up / spin down)   -8.28 / -8.28 eV
Net charge   0
HOMO-LUMO gap (spin up / spin down)   8.37 / 8.37 eV

CARTESIAN COORDINATES (ANGSTROEM)
C  -0.92991  1.63892  0.54659
C  -1.10208  0.29550  -0.16150
F  -2.24441  -0.00061  -0.72331
C  0.23802  -0.68722  -0.32186
C  1.53958  -0.23795  0.20764
C  0.31216  -1.97236  -0.96090
N  -0.83591  -2.53351  -1.39020
O  1.36204  -2.55768  -1.12223
H  -1.82895  2.03057  0.76474
H  -0.53661  2.39639  -0.02122
H  -0.36126  1.34085  1.43060
H  1.61583  0.78745  -0.02821
H  1.73253  -0.19196  1.25140
H  2.16899  -0.91579  -0.20006
H  -1.62186  -2.45732  -0.85014
H  -0.94050  -3.34904  -1.98900

Atomic charges from the Löwdin analysis, expressed in e, are listed below: C -0.011; C -0.138; F 0.086; C -0.068; C -0.072; C -0.578; N 0.163; O 0.055; H 0.039; H 0.063; H 0.097; H 0.069; H 0.082; H 0.036; H 0.056; H 0.120

It turns out run B is the most stable, with the second structure 35.1 kcal/mol higher.

Run A
The following is a quantum chemistry calculation of a 3-piece molecular cluster, CN5O3 overall, from OMol25.

Calculated values
HOMO level   -3.28 eV
Net charge   -1
HOMO-LUMO gap   6.01 eV

CARTESIAN COORDINATES (ANGSTROEM)
C  -2.78148  4.55911  2.65443
N  -3.88146  4.24266  2.39535
N  0.89223  -2.60625  -3.25713
N  1.94769  -2.20802  -0.86532
N  2.18681  -1.33735  -0.20359
N  0.78518  -3.32486  -2.41450
O  0.59347  -4.18652  -1.66604
O  2.40893  -0.41590  0.46655
O  -1.66033  4.87235  2.94672

Atomic charges from the Löwdin analysis, expressed in e, are listed below: C -0.807; N -0.063; N 0.220; N 0.237; N -0.248; N -0.412; O 0.070; O 0.133; O -0.130

Run B
The following is a quantum chemistry calculation of a 3-piece molecular cluster, CN5O3 overall, from OMol25.

Calculated values
HOMO level   -4.40 eV
Net charge   -1
HOMO-LUMO gap   8.23 eV

CARTESIAN COORDINATES (ANGSTROEM)
C  2.84215  -0.67850  0.64721
N  1.81720  -0.19600  0.50958
N  -3.39451  0.65934  0.43318
N  -0.58965  0.07133  -0.06941
N  -2.97600  -0.10068  -0.25335
N  0.28771  0.73744  -0.23118
O  0.76695  1.65377  -0.73840
O  -2.62922  -0.86363  -1.03368
O  3.87537  -1.28306  0.73606

Atomic charges from the Löwdin analysis, expressed in e, are listed below: C -0.613; N 0.084; N 0.205; N 0.149; N -0.398; N -0.434; O 0.014; O 0.060; O -0.067

It turns out run A is the most stable, with the second structure 18.3 kcal/mol higher.

Run A
The following is a quantum chemistry calculation of C9H9N3O in the gas phase, from OMol25.

Calculated values
SMILES   CNc1cncc(-c2ccoc2)n1
HOMO level   -8.20 eV
Net charge   0
HOMO-LUMO gap   8.62 eV

CARTESIAN COORDINATES (ANGSTROEM)
C  4.18348  -1.02105  0.14007
N  2.76538  -1.28834  -0.12345
C  1.92886  -0.19402  -0.05657
C  2.33971  1.09506  0.12427
N  1.41370  2.06010  0.05680
C  0.11586  1.70228  -0.05486
C  -0.31413  0.40334  -0.22734
C  -1.70225  0.00334  -0.11742
C  -2.82998  0.85547  -0.05024
C  -3.91054  0.03102  0.12705
O  -3.51645  -1.24624  0.12829
C  -2.20210  -1.27617  0.02119
N  0.60632  -0.55980  -0.18645
H  4.72430  -1.97374  0.07957
H  4.30324  -0.53703  1.15712
H  4.48145  -0.28124  -0.60052
H  2.28075  -2.13454  -0.11255
H  3.40684  1.33730  0.50607
H  -0.64028  2.55646  -0.10401
H  -2.86732  1.91793  0.02251
H  -4.95535  0.24293  0.33154
H  -1.75327  -2.23754  0.02868

Atomic charges from the Löwdin analysis, expressed in e, are listed below: C -0.096; N -0.022; C -0.321; C -0.112; N 0.075; C -0.096; C -0.243; C -0.167; C -0.016; C -0.112; O 0.024; C -0.062; N 0.183; H 0.085; H 0.093; H 0.075; H 0.102; H 0.131; H 0.126; H 0.101; H 0.126; H 0.126

Run B
The following is a quantum chemistry calculation of C9H9N3O in the gas phase, from OMol25.

Calculated values
HOMO level   -6.90 eV
Net charge   0
HOMO-LUMO gap   6.56 eV

CARTESIAN COORDINATES (ANGSTROEM)
C  2.53446  -2.23774  0.26097
C  1.54883  -2.69989  -0.57041
C  2.31104  -1.06714  0.90748
C  0.50849  -2.00365  -0.88629
C  1.21398  -0.28923  0.64787
C  0.25700  -0.74268  -0.28421
C  -3.09871  0.40850  -0.99002
C  -2.01311  -0.72241  -1.03315
C  -2.04002  2.46352  -0.44709
N  -2.91864  1.59612  -0.79692
N  -0.93506  -0.07117  -0.43184
N  -1.87525  2.70239  0.88312
O  -2.31117  -1.87810  -1.25307
H  3.17106  -2.92010  0.79232
H  1.65130  -3.68251  -1.00826
H  3.11051  -0.66281  1.54771
H  -0.24252  -2.38434  -1.72572
H  1.14384  0.73472  1.16817
H  -4.10161  0.00465  -1.30544
H  -1.55546  3.17784  -1.13662
H  -1.33444  3.55586  1.19256
H  -2.66394  2.66448  1.55971

Atomic charges from the Löwdin analysis, expressed in e, are listed below: C -0.124; C -0.154; C -0.147; C -0.065; C -0.056; C -0.289; C 0.006; C -0.492; C -0.144; N 0.095; N 0.082; N 0.121; O 0.013; H 0.097; H 0.108; H 0.105; H 0.152; H 0.119; H 0.145; H 0.160; H 0.133; H 0.136

It turns out run A is the most stable, with the second structure 51.5 kcal/mol higher.

Run A
The following is a quantum chemistry calculation of C3H8N2O2 as an isolated structure, from OMol25.

Calculated values
HOMO level (spin up / spin down)   -14.82 / -14.82 eV
Spin multiplicity   2
Net charge   +1
HOMO-LUMO gap (spin up / spin down)   11.60 / 6.51 eV

CARTESIAN COORDINATES (ANGSTROEM)
N  0.32707  0.54137  -1.01872
C  0.37789  -0.22889  -2.07123
N  0.95134  0.03313  -3.26757
H  0.84872  1.38321  -1.08225
H  -0.55586  0.42710  -0.05902
H  -0.32796  -1.03300  -2.09983
H  1.23253  -0.79145  -3.80997
H  1.48437  0.89656  -3.39245
O  -2.25753  0.36974  2.98778
C  -1.38305  0.15197  2.14758
O  -1.38625  0.58301  0.87762
C  -0.05521  -0.47436  2.58481
H  0.63379  0.29429  2.99197
H  -0.32312  -1.14978  3.45473
H  0.43328  -1.00288  1.75658

Atomic charges from the Löwdin analysis, expressed in e, are listed below: N 0.122; C -0.224; N 0.141; H 0.095; H 0.104; H 0.139; H 0.133; H 0.130; O 0.377; C -0.434; O 0.016; C 0.056; H 0.122; H 0.121; H 0.102

Run B
The following is a quantum chemistry calculation of an isolated ion of composition C3H8N2O2 and charge +1, from OMol25.

Calculated values
HOMO level (spin up / spin down)   -14.33 / -13.94 eV
Spin multiplicity   2
Net charge   +1
HOMO-LUMO gap (spin up / spin down)   10.54 / 4.77 eV

CARTESIAN COORDINATES (ANGSTROEM)
C  -0.30979  0.59771  0.28417
N  0.80799  0.70660  -0.62726
C  2.14409  0.46541  -0.44739
O  2.46393  0.49664  0.88379
O  2.88346  0.19907  -1.34809
C  -1.03518  -0.70270  -0.01315
N  -2.50270  -0.62828  0.18144
H  -0.79414  1.57633  0.11243
H  -0.09952  0.60933  1.37181
H  0.48205  0.91643  -1.55816
H  3.42046  0.32707  0.77340
H  -0.76475  -1.03494  -1.01574
H  -0.83752  -1.60348  0.63026
H  -2.82161  -0.62088  1.15320
H  -3.03678  -1.30429  -0.38070

Atomic charges from the Löwdin analysis, expressed in e, are listed below: C -0.151; N 0.080; C -0.584; O 0.119; O 0.149; C -0.131; N 0.276; H 0.155; H 0.145; H 0.161; H 0.143; H 0.140; H 0.188; H 0.154; H 0.156

It turns out run A is the most stable, with the second structure 7.5 kcal/mol higher.